Record 1
C6H7F3I2O2 in the gas phase. Source: the OMol25 dataset; level of theory: wB97M-V/def2-TZVPD.

Calculated values
multiplicity	1
frontier orbital gap	8.408	eV
HOMO	-9.43	eV
ΔE to the lowest compared entry with this formula, charge and spin	0.0	kcal/mol
net charge	0

The geometry in XYZ format:
```
20
C6H7F3I2O2 (wB97M-V/def2-TZVPD)
C -1.93 2.60 0.88
C -1.68 1.17 1.33
O -0.64 0.54 0.60
C 0.07 -0.55 1.03
I 1.93 0.21 2.06
C 0.50 -1.40 -0.20
I -1.33 -1.61 -1.55
C 1.46 -0.70 -1.16
O 1.80 0.44 -1.20
C 2.17 -1.66 -2.20
F 1.98 -2.93 -1.94
F 3.46 -1.38 -2.19
F 1.75 -1.46 -3.41
H -1.16 3.31 1.26
H -1.97 2.69 -0.21
H -2.96 2.84 1.38
H -2.54 0.42 1.27
H -1.43 1.12 2.34
H -0.22 -1.29 1.80
H 0.75 -2.34 0.09
```



Record 2
2 unconnected molecules or ions with the total composition C2H9N5. Source: the OMol25 dataset; level of theory: wB97M-V/def2-TZVPD.

Calculated values
multiplicity	1
frontier orbital gap	10.012	eV
HOMO	-9.13	eV
ΔE to the lowest compared entry with this formula, charge and spin	24.6	kcal/mol
net charge	0

The geometry in XYZ format:
```
16
C2H9N5 (wB97M-V/def2-TZVPD)
H 0.23 -1.54 1.53
N 0.94 -1.10 0.95
C 0.48 -0.77 -0.23
N 1.32 -0.35 -1.19
C -0.99 -0.68 -0.57
N -1.37 0.57 -0.99
N -1.83 -1.62 -0.38
H -1.39 -2.48 -0.06
H 0.97 0.22 -1.94
H 2.31 -0.37 -0.99
H -2.37 0.69 -1.08
H -0.87 1.32 -0.52
N 0.55 1.55 1.14
H -0.14 1.76 1.87
H 1.16 2.37 1.09
H 1.00 0.41 1.37
```



Record 3
A molecular structure, C42H44ClN5O11P2Sr. Source: the OMol25 dataset; level of theory: wB97M-V/def2-TZVPD.

Calculated values
multiplicity	1
frontier orbital gap	6.400	eV
HOMO	-2.44	eV
ΔE to the lowest compared entry with this formula, charge and spin	0.0	kcal/mol
net charge	-2

The geometry in XYZ format:
```
106
C42H44ClN5O11P2Sr (wB97M-V/def2-TZVPD)
Sr -0.24 -0.64 -0.26
C -1.73 -2.53 3.47
C -0.27 -2.99 3.45
C 0.23 -3.30 4.86
P 0.75 -1.81 2.43
C 1.59 -0.73 3.70
C 0.54 0.21 4.30
C 2.72 0.08 3.08
C 2.05 -2.87 1.71
C 2.30 -4.18 2.12
C 3.15 -5.02 1.42
C 3.75 -4.55 0.26
C 3.52 -3.26 -0.17
C 2.70 -2.37 0.55
N 2.47 -1.08 0.12
C 3.54 -0.29 -0.14
C 4.86 -0.60 0.29
C 5.93 0.25 0.10
C 5.76 1.49 -0.52
C 4.49 1.83 -0.94
C 3.39 0.99 -0.78
P 1.73 1.50 -1.32
C 1.65 3.28 -0.84
C 0.35 3.88 -1.36
C 1.71 3.39 0.68
C 1.84 1.51 -3.18
C 2.79 2.51 -3.82
C 2.17 0.08 -3.63
H -2.35 -3.25 4.01
H -2.12 -2.45 2.45
H -1.85 -1.56 3.94
H -0.23 -3.92 2.86
H 0.14 -2.42 5.51
H 1.28 -3.61 4.88
H -0.37 -4.09 5.30
H 2.00 -1.37 4.48
H 0.08 0.82 3.51
H 1.01 0.89 5.02
H -0.26 -0.32 4.82
H 2.35 0.73 2.28
H 3.50 -0.55 2.65
H 3.17 0.71 3.85
H 1.81 -4.57 3.01
H 3.32 -6.04 1.77
H 4.38 -5.20 -0.33
H 3.97 -2.90 -1.09
H 5.04 -1.54 0.80
H 6.91 -0.05 0.47
H 6.60 2.17 -0.65
H 4.34 2.80 -1.40
H 2.50 3.83 -1.28
H -0.50 3.33 -0.96
H 0.30 3.86 -2.45
H 0.25 4.92 -1.04
H 0.86 2.87 1.13
H 1.67 4.44 0.99
H 2.64 2.96 1.08
H 0.82 1.73 -3.50
H 3.83 2.28 -3.56
H 2.58 3.54 -3.52
H 2.71 2.46 -4.92
H 3.19 -0.18 -3.33
H 2.10 -0.01 -4.72
H 1.51 -0.65 -3.18
O -2.18 2.95 1.91
C -2.05 1.77 1.55
O -1.03 1.26 1.00
C -3.23 0.83 1.83
C -4.14 1.27 2.77
C -5.23 0.49 3.16
C -5.46 -0.74 2.57
C -4.59 -1.16 1.60
C -3.40 -0.45 1.19
O -2.61 -0.97 0.36
N -4.91 -2.45 0.97
O -4.84 -2.53 -0.24
O -5.26 -3.36 1.70
N -6.14 0.97 4.16
O -5.93 2.06 4.68
O -7.10 0.27 4.46
H -3.97 2.24 3.21
H -6.29 -1.36 2.86
O -1.54 -3.28 -6.04
C -2.04 -2.07 -6.12
O -2.57 -1.65 -7.13
C -1.91 -1.20 -4.90
C -2.42 0.08 -4.80
Cl -3.38 0.97 -5.88
N -2.09 0.57 -3.58
N -1.40 -0.34 -2.87
C -1.29 -1.41 -3.65
C -0.56 -2.62 -3.08
O -0.50 -3.64 -3.82
O -0.11 -2.50 -1.94
C -2.47 1.81 -2.98
C -3.02 1.79 -1.71
C -3.38 2.99 -1.12
C -3.20 4.19 -1.80
C -2.64 4.19 -3.08
C -2.26 3.00 -3.67
H -1.11 -3.46 -5.11
H -3.15 0.85 -1.20
H -3.77 3.00 -0.11
H -3.47 5.12 -1.33
H -2.48 5.12 -3.60
H -1.80 2.98 -4.65
```



Record 4
2 unconnected molecules or ions with the total composition C3H9N2O. Source: the OMol25 dataset; level of theory: wB97M-V/def2-TZVPD.

Calculated values
multiplicity	1
frontier orbital gap	11.785	eV
HOMO	-14.79	eV
ΔE to the lowest compared entry with this formula, charge and spin	26.6	kcal/mol
net charge	+1

The geometry in XYZ format:
```
15
C3H9N2O (wB97M-V/def2-TZVPD)
C 0.02 0.53 -1.86
N -1.19 1.03 -2.11
O 0.28 -0.66 -1.67
H 0.82 1.28 -1.80
H -1.93 0.47 -2.49
H -1.22 2.01 -2.34
C -0.08 -0.36 1.70
C 0.71 0.68 1.91
N 0.33 -1.45 0.82
H -1.05 -0.49 2.17
H 0.35 1.56 2.42
H 1.71 0.65 1.49
H 0.32 -1.17 -0.22
H 1.25 -1.85 1.01
H -0.33 -2.22 0.95
```



Record 5
C21H22N2O4 in the gas phase. Source: the OMol25 dataset; level of theory: wB97M-V/def2-TZVPD.

Calculated values
multiplicity	1
frontier orbital gap	8.452	eV
HOMO	-8.05	eV
ΔE to the lowest compared entry with this formula, charge and spin	25.4	kcal/mol
net charge	0

The geometry in XYZ format:
```
49
C21H22N2O4 (wB97M-V/def2-TZVPD)
C -1.75 1.70 -6.05
C -1.56 0.75 -4.91
C -0.50 -0.14 -4.91
C -0.29 -1.03 -3.87
C -1.17 -1.04 -2.79
N -0.97 -1.92 -1.71
C -1.57 -1.66 -0.42
C -0.84 -2.61 0.55
C 0.31 -1.89 1.27
O 1.48 -2.13 1.06
N -0.15 -0.96 2.15
C 0.57 -0.09 2.98
C -0.15 0.75 3.82
C 0.51 1.64 4.65
C 1.90 1.71 4.65
C 2.62 0.84 3.82
C 1.96 -0.04 2.98
O 3.99 0.83 3.81
C 4.56 1.51 4.91
C 3.86 2.84 5.13
O 2.51 2.63 5.46
C -0.30 -3.71 -0.37
C -0.30 -3.11 -1.76
O 0.18 -3.62 -2.74
C -2.23 -0.14 -2.78
C -2.44 0.75 -3.82
C -3.60 1.69 -3.78
H -2.72 1.54 -6.53
H -1.72 2.74 -5.70
H -0.97 1.57 -6.80
H 0.19 -0.15 -5.74
H 0.54 -1.71 -3.90
H -1.43 -0.60 -0.16
H -2.64 -1.88 -0.44
H -1.52 -3.00 1.30
H -1.15 -0.88 2.25
H -1.23 0.71 3.84
H -0.04 2.31 5.30
H 2.54 -0.69 2.35
H 5.62 1.64 4.67
H 4.47 0.89 5.82
H 4.30 3.39 5.97
H 3.94 3.45 4.22
H 0.72 -3.99 -0.10
H -0.92 -4.60 -0.36
H -2.93 -0.14 -1.96
H -4.18 1.55 -2.87
H -4.25 1.54 -4.64
H -3.25 2.73 -3.81
```



Record 6
3 unconnected molecules or ions with the total composition C27H50N2O10S. Source: the OMol25 dataset; level of theory: wB97M-V/def2-TZVPD.

Calculated values
multiplicity	1
frontier orbital gap	8.499	eV
HOMO	-8.29	eV
ΔE to the lowest compared entry with this formula, charge and spin	0.0	kcal/mol
net charge	0

The geometry in XYZ format:
```
90
C27H50N2O10S (wB97M-V/def2-TZVPD)
C 0.52 -2.49 -1.52
C 1.13 -1.09 -1.33
C 0.72 0.06 -2.29
C -0.31 -0.26 -3.38
C -1.76 -0.25 -2.94
C -2.16 -0.67 -1.67
C -3.49 -0.68 -1.30
C -4.46 -0.27 -2.19
C -4.07 0.17 -3.45
C -2.74 0.19 -3.84
C -2.39 0.67 -5.22
O 0.27 1.20 -1.53
S 0.87 2.57 -2.06
O -0.17 3.40 -2.55
O 1.77 3.08 -1.08
O 1.69 1.97 -3.27
C 2.00 0.57 -2.95
C 2.48 -0.12 -4.21
C 4.02 -0.25 -4.25
C 4.40 -1.16 -5.40
O 3.89 -1.11 -6.49
O 5.38 -2.05 -5.08
H -0.04 -2.77 -0.63
H -0.15 -2.58 -2.37
H 1.31 -3.23 -1.63
H 0.89 -0.73 -0.33
H 2.22 -1.19 -1.34
H -0.08 -1.23 -3.82
H -0.18 0.47 -4.18
H -1.43 -0.99 -0.94
H -3.77 -1.01 -0.31
H -5.51 -0.28 -1.94
H -4.82 0.50 -4.16
H -3.28 0.80 -5.83
H -1.88 1.64 -5.16
H -1.70 -0.01 -5.71
H 2.84 0.64 -2.25
H 2.07 -1.13 -4.30
H 2.17 0.44 -5.09
H 4.35 -0.73 -3.32
H 4.49 0.72 -4.36
H 5.25 -2.83 -5.64
C -3.49 -6.82 2.77
O -2.99 -5.51 2.93
C -2.58 -5.19 4.25
C -1.08 -5.01 4.32
N -0.38 -6.28 4.14
C 1.06 -6.16 3.98
C 1.59 -5.42 2.76
O 1.33 -6.07 1.53
C 0.07 -5.81 0.95
H -3.89 -6.89 1.76
H -2.71 -7.58 2.89
H -4.30 -7.02 3.48
H -2.91 -5.95 4.96
H -3.05 -4.24 4.52
H -0.82 -4.60 5.31
H -0.80 -4.26 3.57
H -0.76 -6.74 3.33
H 1.47 -7.17 3.95
H 1.47 -5.68 4.88
H 2.68 -5.37 2.85
H 1.23 -4.38 2.72
H -0.28 -4.80 1.18
H -0.68 -6.54 1.26
H 0.19 -5.90 -0.13
C -0.55 3.64 3.21
O 0.75 4.14 3.00
C 1.10 4.29 1.62
C 1.24 5.74 1.25
N -0.06 6.41 1.26
C 0.00 7.86 1.11
C 0.68 8.66 2.21
O 0.00 8.64 3.46
C 0.30 7.55 4.30
H -0.65 3.44 4.28
H -1.33 4.35 2.91
H -0.71 2.70 2.67
H 0.38 3.79 0.98
H 2.07 3.80 1.48
H 1.67 5.81 0.25
H 1.94 6.20 1.96
H -0.54 6.19 2.12
H -1.03 8.22 1.04
H 0.49 8.09 0.16
H 0.69 9.71 1.90
H 1.73 8.37 2.35
H 1.33 7.21 4.17
H -0.37 6.71 4.14
H 0.17 7.89 5.33
```



Record 7
A molecular structure, C29H34Cl5CsN2O4SeSi2Te. Source: the OMol25 dataset; level of theory: wB97M-V/def2-TZVPD.

Calculated values
multiplicity	1
frontier orbital gap	5.125	eV
HOMO	-1.46	eV
ΔE to the lowest compared entry with this formula, charge and spin	62.4	kcal/mol
net charge	-2

The geometry in XYZ format:
```
79
C29H34Cl5CsN2O4SeSi2Te (wB97M-V/def2-TZVPD)
Cs -0.04 -0.25 0.45
Cl 3.74 0.33 5.71
C 3.29 0.58 4.05
C 4.21 0.41 3.04
Cl 5.86 0.00 3.41
C 3.81 0.56 1.70
Cl 4.94 0.31 0.41
C 2.49 0.88 1.33
O 2.08 0.93 0.13
C 1.54 1.18 2.41
O 0.35 1.59 2.11
C 1.97 0.95 3.72
Cl 0.79 1.16 4.99
C -2.71 3.63 -2.24
Si -1.73 5.19 -1.86
C -2.59 6.04 -0.43
C -1.91 6.32 -3.36
C 0.02 4.79 -1.47
Te 0.16 3.25 0.13
C 2.08 4.04 0.67
Si 1.98 5.28 2.05
C 1.26 4.52 3.59
C 3.71 5.90 2.45
C 0.97 6.78 1.53
H -3.68 3.90 -2.66
H -2.88 3.05 -1.32
H -2.18 2.98 -2.95
H -3.65 6.19 -0.65
H -2.15 7.02 -0.22
H -2.51 5.43 0.47
H -2.96 6.57 -3.54
H -1.51 5.85 -4.26
H -1.36 7.25 -3.20
H 0.54 5.70 -1.15
H 0.54 4.40 -2.35
H 2.50 4.44 -0.25
H 2.70 3.19 0.98
H 1.99 3.88 4.08
H 0.40 3.89 3.34
H 0.94 5.29 4.30
H 4.34 5.07 2.77
H 3.68 6.64 3.26
H 4.18 6.37 1.59
H -0.05 6.48 1.28
H 1.41 7.26 0.65
H 0.93 7.51 2.33
C -4.19 -2.68 -0.93
N -4.03 -1.52 -1.79
C -4.34 -0.24 -1.46
Se -5.22 0.36 0.02
N -3.97 0.53 -2.52
C -3.39 -0.24 -3.51
C -2.90 0.06 -4.77
C -2.44 -1.00 -5.54
C -2.47 -2.31 -5.07
C -2.97 -2.61 -3.80
C -3.43 -1.56 -3.04
H -4.96 -2.43 -0.19
H -3.25 -2.91 -0.43
H -4.52 -3.53 -1.53
H -4.01 1.53 -2.48
H -2.86 1.08 -5.13
H -2.04 -0.80 -6.53
H -2.10 -3.11 -5.69
H -2.97 -3.62 -3.42
Cl 2.81 -4.66 5.23
C 1.79 -4.33 3.84
C 1.33 -5.39 3.07
C 0.51 -5.13 1.99
C 0.14 -3.83 1.65
C 0.64 -2.79 2.44
C 1.46 -3.02 3.53
C -0.83 -3.62 0.48
O -1.29 -4.64 -0.06
O -1.07 -2.41 0.19
H 1.61 -6.40 3.34
H 0.12 -5.94 1.38
H 0.37 -1.77 2.21
H 1.83 -2.20 4.13
```



Record 8
A gas-phase ion, C2H9NP3 (charge +1). Source: the OMol25 dataset; level of theory: wB97M-V/def2-TZVPD.

Calculated values
multiplicity	1
frontier orbital gap (spin up / spin down)	6.965 / 6.694	eV
HOMO (spin up / spin down)	-12.76 / -12.63	eV
ΔE to the lowest compared entry with this formula, charge and spin	42.9	kcal/mol
net charge	+1

The geometry in XYZ format:
```
15
C2H9NP3 (wB97M-V/def2-TZVPD)
C 0.81 1.26 -1.83
P 0.51 -0.13 -0.71
C 2.00 -0.42 0.52
N -0.78 0.19 0.22
P -2.28 0.99 0.32
P -2.27 -0.88 1.16
H 1.63 1.08 -2.49
H 1.06 2.18 -1.36
H 0.00 1.29 -2.60
H 3.01 -0.34 0.26
H 1.76 -1.36 1.13
H 1.68 0.35 1.32
H -3.55 -1.20 1.63
H -1.37 -1.04 2.09
H -2.21 -1.96 0.35
```



Record 9
2 unconnected molecules or ions with the total composition C4H12. Source: the OMol25 dataset; level of theory: wB97M-V/def2-TZVPD.

Calculated values
multiplicity	2
frontier orbital gap (spin up / spin down)	2.719 / 11.876	eV
HOMO (spin up / spin down)	1.56 / -7.37	eV
ΔE to the lowest compared entry with this formula, charge and spin	27.8	kcal/mol
net charge	-1

The geometry in XYZ format:
```
16
C4H12 (wB97M-V/def2-TZVPD)
C -0.54 0.42 1.59
C -0.74 1.92 1.68
H -0.16 -0.18 0.70
H 0.13 0.14 2.33
H -1.50 -0.14 1.92
H -1.22 2.15 2.77
H -1.43 2.33 0.93
H 0.20 2.58 1.73
C 0.09 -1.61 -1.70
C 1.25 -0.68 -1.64
H -0.24 -2.01 -0.77
H -0.83 -1.07 -2.17
H 0.25 -2.49 -2.41
H 1.53 -0.24 -0.70
H 1.04 0.21 -2.28
H 2.17 -1.34 -1.97
```



Record 10
C5H5P5 in the gas phase. Source: the OMol25 dataset; level of theory: wB97M-V/def2-TZVPD.

Calculated values
multiplicity	1
frontier orbital gap (spin up / spin down)	4.731 / 4.725	eV
HOMO (spin up / spin down)	-7.08 / -7.08	eV
ΔE to the lowest compared entry with this formula, charge and spin	3.0	kcal/mol
net charge	0

The geometry in XYZ format:
```
15
C5H5P5 (wB97M-V/def2-TZVPD)
C 2.23 -0.16 0.11
C 1.42 -0.29 1.23
C 1.73 0.19 -1.14
C 0.06 -0.11 1.25
C 0.40 0.37 -1.43
P -2.02 -1.77 -0.44
P -3.86 -1.22 0.25
P -4.05 0.97 0.22
P -2.24 1.88 -0.02
P -0.86 0.13 -0.23
H 3.29 -0.31 0.22
H 1.89 -0.49 2.18
H 2.43 0.34 -1.94
H -0.51 -0.21 2.16
H 0.09 0.68 -2.42
```



Record 11
2 unconnected molecules or ions with the total composition C14H22I2NO3. Source: the OMol25 dataset; level of theory: wB97M-V/def2-TZVPD.

Calculated values
multiplicity	1
frontier orbital gap	2.768	eV
HOMO	-1.99	eV
net charge	-1

The geometry in XYZ format:
```
42
C14H22I2NO3 (wB97M-V/def2-TZVPD)
C 5.18 0.91 0.84
C 4.04 1.48 -0.24
I 4.99 2.37 -2.02
C 3.00 0.29 -0.73
I 3.31 -0.39 -2.79
C 1.47 0.88 -0.50
C 1.06 2.38 -1.04
C -0.48 2.88 -0.71
C -1.49 1.84 0.12
N -1.10 0.45 0.57
C -1.99 -0.55 1.29
C -3.55 -0.09 1.47
C -4.42 0.01 0.09
C -5.18 1.44 -0.16
O -5.54 2.18 1.06
C 0.34 -0.02 0.27
H 4.99 -0.23 1.10
H 5.14 1.51 1.87
H 6.24 1.09 0.33
H 3.50 2.37 0.32
H 3.15 -0.63 -0.01
H 1.81 3.08 -1.63
H -0.90 3.94 -1.04
H -2.56 2.27 0.35
H -1.98 -1.58 0.73
H -1.54 -0.74 2.37
H -3.55 0.88 2.13
H -4.07 -0.93 2.14
H -5.21 -0.88 0.02
H -3.65 -0.17 -0.80
H -6.19 1.32 -0.78
H -4.47 2.12 -0.83
H -4.67 2.66 1.32
H 0.66 -1.11 0.63
O 1.90 -3.55 1.01
C 2.13 -4.21 -0.13
C 1.29 -3.54 -1.31
O 1.50 -4.21 -2.45
H 1.87 -5.29 -0.15
H 3.17 -4.25 -0.49
H 1.56 -2.47 -1.30
H 0.25 -3.50 -0.95
```



Record 12
C4H7NO in the gas phase. Source: the OMol25 dataset; level of theory: wB97M-V/def2-TZVPD.

Calculated values
multiplicity	1
frontier orbital gap	10.273	eV
HOMO	-9.60	eV
ΔE to the lowest compared entry with this formula, charge and spin	69.5	kcal/mol
net charge	0

The geometry in XYZ format:
```
13
C4H7NO (wB97M-V/def2-TZVPD)
N 2.17 -0.23 0.11
C 1.12 0.48 -0.36
O 0.97 1.46 -1.07
C -0.09 -0.21 0.17
C -1.36 -0.36 -0.64
C -1.35 0.52 0.57
H 1.57 -1.06 0.74
H 3.11 0.13 -0.19
H 0.33 -1.22 0.90
H -1.45 0.08 -1.63
H -1.81 -1.34 -0.54
H -1.79 0.14 1.48
H -1.43 1.61 0.45
```